(1)
# C43H35BBrF2N2O8Ru

A structure of composition C43H35BBrF2N2O8Ru at a distorted geometry (ωB97M-V with the def2-TZVPD basis set, the Open Molecules 2025 dataset).

CARTESIAN COORDINATES (ANGSTROEM)
C 1.2035 2.4302 4.2749
H -3.6403 1.6485 -1.0718
H 2.6238 3.1988 1.3229
H 4.4691 -3.9674 0.6126
H -1.8108 -3.1227 -4.9268
C 3.5156 3.0414 4.5843
C 0.1424 2.4243 1.8909
B -0.8129 1.2563 -1.7999
C -0.2236 -2.6710 -3.5352
C 0.0809 6.0295 -0.5445
C -2.4779 -2.0472 -3.1910
H 4.8010 -1.7789 -0.6055
H 0.0879 6.9230 -1.1589
C -6.9315 1.3826 -0.3073
C -2.8853 -1.8911 1.7621
C -0.3825 4.9353 1.5497
H -2.9539 3.7490 5.8061
N -0.8399 -1.4408 -1.5818
H -5.4537 0.1244 2.4669
O 1.6517 0.5643 -1.3077
H -2.9516 2.0200 5.4230
O -0.2743 -3.5909 2.3269
N 1.6346 -1.4071 0.3623
H -0.6882 4.9949 2.5827
C -3.3354 2.9926 5.1184
H 0.9645 4.7760 -2.0483
H 2.2485 -4.3878 1.7206
C -0.3872 6.0778 0.7620
H -2.8104 -0.9346 -1.3508
C 3.8652 -2.0437 -0.1333
C -5.7882 1.6814 -1.0346
C -3.2428 4.7312 3.3040
C -3.2090 -1.5767 4.4683
C 0.5626 4.8284 -1.0431
O -0.2530 -1.3341 2.0918
C 1.2891 2.6718 2.9089
C -2.9622 -2.8352 3.9551
C -6.7996 0.8278 0.9580
C 2.5253 3.0624 2.3923
H -2.4470 2.6159 1.0041
C 0.0792 -2.0520 -2.3349
C -4.5313 1.4209 -0.5051
C -5.5418 0.5665 1.4838
H -0.9657 1.1205 3.1763
C 2.3043 2.6197 5.1053
C -2.4808 1.9419 1.8705
C -1.1665 2.0643 2.6574
O -3.4694 2.3998 2.8085
O 3.8834 0.4774 -1.5486
C -3.2434 -0.4628 3.6320
H -2.8576 -3.6805 4.6263
C 3.6235 3.2487 3.2135
C -4.3886 0.8550 0.7590
C 2.4495 -3.4826 1.1638
H -2.9895 4.9017 2.2591
H 4.3705 3.1949 5.2333
H -7.6825 0.5885 1.5407
O -2.1636 0.3122 0.1887
H -4.4257 2.9803 5.1649
Br -4.3011 -2.0288 -3.7041
C 3.6695 -3.2366 0.5492
F -0.4848 0.9644 -3.0846
H -2.9912 -3.9588 2.1522
C -2.1125 -1.4503 -2.0030
H 0.5633 -3.1494 -4.1015
C -1.5306 -2.6636 -3.9883
C -2.7465 -2.9963 2.5863
H 0.9390 2.7476 -0.6378
Ru -0.2076 0.1363 -0.2348
O -1.4798 3.1111 3.6075
H 4.5708 3.5483 2.7799
C -3.0428 -0.6016 2.2675
C 2.8074 0.0825 -1.0966
H 1.0894 -2.0364 -1.9538
C 0.1796 -2.4962 1.9355
H -2.7504 -2.0046 0.6936
H -7.9144 1.5733 -0.7234
H -3.3617 -1.4482 5.5353
C -2.9533 0.5780 1.2941
H -0.7534 7.0120 1.1751
F -1.6694 2.3012 -1.7735
C 0.5429 3.6823 -0.2599
C -2.8749 3.3047 3.7001
C 2.7919 -1.1690 -0.2342
C 0.0412 3.7091 1.0377
H -4.3173 4.8739 3.4329
O 0.5781 1.3493 1.1683
H 2.2067 2.4279 6.1683
H -3.4078 0.5150 4.0546
C 1.4649 -2.5046 1.0967
H 0.2749 2.0932 4.7104
H -2.7079 5.4534 3.9240
H -5.8705 2.1170 -2.0239

Kohn-Sham gap (spin up / spin down): 6.2 / 5.9 eV
HOMO (spin up / spin down): -2.30 / -1.99 eV
Total charge: -2
Molecular weight: 937.5 g/mol
⟨S²⟩: 0.756
Multiplicity: 2
F_max: 2.7 eV Å⁻¹
ΔE to the lowest compared entry with this formula, charge and spin: 71.0 kcal/mol

(2)
# C14H10N2O2ReS3SbSe4

A structure of composition C14H10N2O2ReS3SbSe4 (ωB97M-V with the def2-TZVPD basis set, the Open Molecules 2025 dataset).

CARTESIAN COORDINATES (ANGSTROEM)
H -0.5983 4.0114 -2.2820
H -1.6137 4.3662 -4.2422
C -3.0920 3.4633 -3.3974
H 1.8804 0.2937 -1.6382
C -0.5633 0.8203 -1.1978
C 3.8048 -2.7005 1.6317
C 1.4872 -0.1930 -0.7497
H 4.0575 -0.9267 -1.2336
C -0.9248 2.9874 -2.1487
O -4.2717 3.3074 -3.3070
C 3.6463 -1.3307 -0.3187
C -0.1346 2.1238 -1.4033
S -1.1438 -2.5950 0.0292
Se -3.1319 0.9099 3.6337
H -2.0997 -0.6489 -1.5545
Sb -1.1517 0.7634 5.0714
H 4.3346 -3.3862 2.2773
Se -0.6275 1.6231 7.1274
C 4.3870 -2.1950 0.4865
H 5.3960 -2.4701 0.2114
H 0.7889 2.4785 -0.9613
Re -0.2738 -1.0063 1.4758
C -2.1368 2.5524 -2.6652
N 1.8024 -1.4747 1.2073
N 0.2571 -0.0703 -0.4136
H -3.5149 0.9305 -2.8370
H 2.0319 -2.6992 2.8551
S -1.1394 -2.8791 2.7920
C -2.5603 1.2444 -2.4371
O -2.5652 4.4581 -4.1252
C -1.7760 0.3712 -1.7081
C 2.3625 -1.0114 0.0642
Se 0.4720 -0.5975 3.7442
S -2.3020 -5.1341 1.1931
C -1.6202 -3.7097 1.3165
Se -1.9805 0.6398 1.5390
C 2.5136 -2.3166 1.9651

Kohn-Sham gap: 5.4 eV
HOMO: -14.47 eV
Total charge: +2
Molecular weight: 958.3 g/mol
F_max: 0.6 eV Å⁻¹
ΔE to the lowest compared entry with this formula, charge and spin: 6.8 kcal/mol

(3)
# CH7NSi

The molecule CH7NSi at a distorted geometry (ωB97M-V with the def2-TZVPD basis set, the Open Molecules 2025 dataset).

CARTESIAN COORDINATES (ANGSTROEM)
H 0.5323 0.7996 -1.6709
H -1.8220 0.6815 -0.3804
Si -0.5698 -0.1589 0.2282
H 0.0558 -0.9416 -2.0476
H -0.0564 0.0901 2.5454
N 0.2851 0.4437 1.6431
H -0.8079 -1.5217 0.3322
C 0.4915 -0.2269 -1.3303
H 1.4213 -0.6721 -0.9421
H 0.4702 1.5063 1.6225

Kohn-Sham gap: 10.6 eV
HOMO: -9.62 eV
Structure (SMILES): C[SiH2]N
Molecular weight: 61.2 g/mol
F_max: 2.9 eV Å⁻¹
ΔE to the lowest compared entry with this formula, charge and spin: 5.1 kcal/mol

(4)
# C5H17NO2

A cluster of 3 separate species, C5H17NO2 in total at a distorted geometry (ωB97M-V with the def2-TZVPD basis set, the Open Molecules 2025 dataset).

CARTESIAN COORDINATES (ANGSTROEM)
C -1.5369 0.3230 0.1490
C -0.2677 -2.2878 -1.1086
O 0.6439 -0.0049 2.9047
C -0.6907 1.2864 -2.0856
C 1.2078 -0.6418 -0.2458
H 1.2722 1.7682 2.0932
C -0.9697 0.0214 -1.2294
H 1.8443 3.1071 2.1449
H 1.6892 0.3160 -0.4503
H 0.8230 -0.6020 0.7818
H 1.0248 0.2101 3.7586
H -1.9503 -0.5637 0.6324
N 0.1849 -0.9062 -1.2566
H -0.7926 -2.4720 -0.1605
O 1.8649 2.2865 2.6573
H 1.9317 -1.4536 -0.2738
H -1.7281 -0.4586 -1.8439
H -0.7169 0.6287 0.7968
H -0.4613 2.1894 -1.5158
H -0.9305 -2.5215 -1.9433
H -2.2668 1.1306 0.1344
H 0.6871 -0.9286 2.6398
H -1.6018 1.4405 -2.6606
H 0.5939 -2.9496 -1.1756
H 0.1460 1.0824 -2.7429

Kohn-Sham gap: 9.2 eV
HOMO: -8.49 eV
Structure (SMILES): CC(C)N(C)C.O.O
Molecular weight: 123.2 g/mol
F_max: 1.2 eV Å⁻¹
ΔE to the lowest compared entry with this formula, charge and spin: 27.6 kcal/mol

(5)
# C12H22N5

A cluster of 4 separate species, C12H22N5 in total (ωB97M-V with the def2-TZVPD basis set, the Open Molecules 2025 dataset).

CARTESIAN COORDINATES (ANGSTROEM)
H -2.9031 -0.3453 -2.0295
H 0.3655 0.8525 -1.7065
N 2.1936 -1.2598 -2.7555
C 0.3813 -1.3236 -1.2058
H 0.4851 -1.7199 -0.1976
N 1.5178 3.0972 -0.2070
C 1.2785 -2.2215 -2.1010
H 1.8981 -2.9126 -1.5277
C -0.8558 -3.2467 2.0345
H -1.2338 -2.0251 -2.4675
C 2.0940 -0.0664 -2.3100
H 0.7544 -2.8064 -2.8570
H 3.3916 2.2891 2.1983
H -1.9744 2.1916 1.6830
N -1.8294 4.6602 3.6046
C 3.1490 3.2787 1.8159
N -1.8641 0.7968 -0.6298
C 2.2566 3.1728 0.6691
H -3.6508 2.7017 1.9076
H -1.7526 0.2811 0.2348
H 2.6609 3.8509 2.6030
H -1.4975 0.4490 -2.6764
C -0.7023 -4.6533 2.3820
C -1.8667 -0.0854 -1.7950
N -1.0079 -2.1425 1.7596
C -1.1247 -1.4060 -1.5702
H -0.8073 -4.7795 3.4580
H -1.2015 1.5572 -0.6719
H 0.2800 -5.0118 2.0806
H 2.8403 -1.5184 -3.4925
C -2.6380 3.0535 1.7219
C 1.0216 0.0755 -1.3118
H 2.7093 0.7451 -2.6844
H 4.0676 3.7867 1.5286
H -1.6538 -1.9254 -0.7686
H -1.4683 -5.2427 1.8819
C -2.2017 3.9564 2.7789
H 1.4278 0.4581 -0.3738
H -2.6176 3.5567 0.7573

Kohn-Sham gap: 8.0 eV
HOMO: -11.94 eV
Total charge: +1
Molecular weight: 236.3 g/mol
F_max: 0.5 eV Å⁻¹
ΔE to the lowest compared entry with this formula, charge and spin: 0.0 kcal/mol

(6)
# NO7PSn

A structure of composition NO7PSn at a distorted geometry (ωB97M-V with the def2-TZVPD basis set, the Open Molecules 2025 dataset).

CARTESIAN COORDINATES (ANGSTROEM)
O 23.0406 -23.4204 -12.1431
O 24.3913 -21.2540 -12.0727
O 24.1198 -22.5756 -14.3585
P 23.4832 -22.1424 -12.9431
O 18.1617 -20.7583 -7.4161
O 19.7039 -20.2457 -8.7606
N 19.2918 -20.9420 -7.8478
Sn 22.2241 -21.1637 -10.0705
O 22.1774 -21.4224 -13.2846
O 19.9700 -21.8856 -7.5307

Kohn-Sham gap: 4.6 eV
HOMO: -0.41 eV
Total charge: -2
Molecular weight: 275.7 g/mol
F_max: 4.4 eV Å⁻¹
ΔE to the lowest compared entry with this formula, charge and spin: 0.0 kcal/mol